{
  "formula": "C16H22N2O2S2",
  "method": "the ωB97M-V functional and the def2-TZVPD basis",
  "elements": ["C", "C", "C", "C", "S", "C", "N", "C", "S", "C", "C", "C", "C", "O", "N", "C", "C", "C", "C", "C", "O", "C", "H", "H", "H", "H", "H", "H", "H", "H", "H", "H", "H", "H", "H", "H", "H", "H", "H", "H", "H", "H", "H", "H"],
  "xyz": [[-3.4293, -2.3428, 0.7266], [-4.3404, -1.2726, 1.3155], [-5.4839, -0.8777, 0.3812], [-5.0367, -0.1081, -0.8527], [-4.3720, 1.5408, -0.4321], [-2.6549, 1.2898, -0.6090], [-2.1981, 0.1677, -1.0614], [-0.8579, 0.0724, -1.1585], [-0.0691, -1.3697, -1.7071], [1.4750, -0.5971, -1.5131], [1.3837, 0.6792, -1.0542], [0.0424, 1.0830, -0.8331], [-0.4625, 2.3369, -0.3303], [0.1648, 3.3136, 0.0142], [-1.8660, 2.3374, -0.2535], [2.6612, 1.3997, -0.8107], [3.6318, 0.4438, -0.0807], [5.0396, 1.0443, -0.0893], [3.1171, 0.2385, 1.3609], [3.9752, -0.7195, 2.1781], [3.7234, -0.8434, -0.7083], [2.8223, -1.1807, -1.7419], [-4.0050, -3.2235, 0.4501], [-2.9113, -1.9742, -0.1543], [-2.6808, -2.6392, 1.4576], [-4.7735, -1.6454, 2.2463], [-3.7515, -0.3861, 1.5619], [-6.2052, -0.2694, 0.9323], [-5.9987, -1.7800, 0.0414], [-4.2389, -0.6144, -1.3911], [-5.8799, 0.0796, -1.5166], [-2.2964, 3.1869, 0.0934], [3.1009, 1.6919, -1.7693], [2.4935, 2.2981, -0.2193], [5.0582, 1.9681, 0.4817], [5.7426, 0.3379, 0.3401], [5.3493, 1.2518, -1.1109], [2.1026, -0.1626, 1.2997], [3.0634, 1.2094, 1.8562], [4.1487, -1.6304, 1.6114], [4.9344, -0.2732, 2.4253], [3.4686, -0.9739, 3.1063], [2.7982, -2.2729, -1.7749], [3.2152, -0.8138, -2.7079]],
  "forces_ev_per_a": [[-0.07, 0.11, 0.11], [-0.11, -0.14, -0.15], [0.19, 0.10, 0.20], [0.04, 0.24, 0.12], [-0.40, 0.11, -0.02], [0.03, -0.54, -0.22], [-0.50, 0.04, 0.00], [0.64, 0.39, 0.13], [0.18, 0.48, 0.18], [-0.31, 0.31, 0.11], [0.11, -0.40, -0.25], [-0.28, -0.53, -0.19], [-0.12, -0.17, -0.04], [0.17, 0.25, 0.08], [-0.14, 0.12, 0.04], [0.13, -0.23, 0.04], [0.03, 0.58, 0.34], [-0.35, -0.31, -0.07], [0.21, -0.23, -0.23], [-0.16, 0.15, -0.10], [0.19, 0.01, 0.16], [0.05, -0.16, -0.36], [-0.04, -0.16, -0.03], [0.04, -0.04, -0.07], [0.11, -0.09, 0.02], [0.03, 0.07, 0.04], [-0.03, 0.03, 0.10], [-0.08, -0.06, -0.03], [-0.08, -0.02, 0.01], [-0.10, -0.01, -0.11], [0.09, 0.01, -0.06], [0.14, -0.08, -0.02], [0.04, 0.08, 0.00], [0.11, 0.01, -0.02], [0.03, 0.14, 0.09], [0.13, -0.03, 0.07], [0.03, 0.03, -0.10], [-0.04, 0.08, -0.02], [-0.06, 0.08, -0.01], [0.05, -0.13, 0.02], [0.14, -0.01, 0.07], [0.03, -0.05, 0.10], [0.00, 0.10, -0.09], [-0.05, -0.13, 0.15]],
  "lowdin_charge": [-0.11, -0.27, -0.28, -0.44, 0.99, -0.64, 0.04, -0.51, 1.12, -0.45, -0.21, -0.10, -0.40, 0.08, 0.14, -0.05, -0.51, -0.01, -0.17, -0.09, -0.09, -0.18, 0.07, 0.03, 0.07, 0.11, 0.09, 0.10, 0.11, 0.06, 0.07, 0.15, 0.14, 0.13, 0.09, 0.08, 0.09, 0.12, 0.12, 0.08, 0.07, 0.07, 0.13, 0.14],
  "total_energy_ev": -45695.930,
  "smiles": "CCCCSc1nc2sc3c(c2c(=O)[nH]1)C[C@@](C)(CC)OC3",
  "orbital_gap_ev": 8.56,
  "relative_energy_kcal_mol": 2.5,
  "homo_ev": -8.06
}